Here is a molecular structure, C28H45BrN2P2V at a distorted geometry from the OMol25 dataset. Energies are from ωB97M-V/def2-TZVPD.

```
79
Properties=species:S:1:pos:R:3:mulliken_spin:R:1
N 10.14270 -3.86171 3.27059 0.00
C 9.45504 -4.68748 2.47422 0.00
C 8.12151 -4.45341 2.13614 0.00
C 7.51276 -3.26133 2.57754 0.00
C 8.26489 -2.37986 3.37579 0.00
C 9.56701 -2.74700 3.73256 0.00
C 6.17158 -2.90917 2.15469 0.00
V 0.07178 -0.09950 0.27142 2.17
P -0.97082 4.70189 -4.02955 0.67
C 5.80018 -1.63366 1.87349 0.00
C 4.51114 -1.28217 1.34314 0.01
C 4.23727 0.03811 0.89554 -0.01
C 2.99800 0.35715 0.34235 0.00
C 2.01295 -0.65027 0.25337 -0.19
C 2.24525 -1.94707 0.71022 0.04
C 3.49886 -2.26666 1.23917 0.01
Br -1.00851 0.74564 -1.66371 0.02
H 5.48434 -3.75282 2.01527 0.00
H 6.51669 -0.81851 1.98328 0.00
H 7.59422 -5.14940 1.49238 0.00
H 7.85403 -1.42829 3.72396 0.00
H 9.97948 -5.56473 2.09087 0.00
H 10.14853 -2.11451 4.40886 0.00
H 5.01000 0.80178 0.98772 0.00
H 3.69101 -3.27935 1.58973 0.00
H 2.78847 1.35313 -0.05396 -0.01
H 1.48408 -2.72889 0.62530 -0.01
P -0.13161 1.41419 1.94211 -0.11
C -0.08722 3.21032 -4.68920 0.07
C 0.53772 3.55493 -6.04152 0.01
H -0.82706 2.40397 -4.78048 0.00
H 0.66136 2.92022 -3.93880 0.04
H 0.74261 2.64954 -6.61085 0.00
H -0.13536 4.18034 -6.63903 0.00
H 1.48207 4.09002 -5.93193 0.00
C 0.28343 5.33218 -2.83092 0.05
C 0.07894 6.82362 -2.58104 0.01
H 1.26147 5.12172 -3.28444 -0.01
H 0.16729 4.74161 -1.91243 0.04
H 0.99366 7.26532 -2.18800 0.00
H -0.18137 7.35595 -3.50177 0.00
H -0.71313 7.00740 -1.85183 0.00
C -2.12045 3.92396 -2.82611 0.08
C -3.51856 3.82259 -3.42092 0.01
H -2.11258 4.51809 -1.90087 -0.01
H -1.69336 2.92986 -2.62181 0.03
H -4.25792 3.64757 -2.63624 0.00
H -3.78823 4.74910 -3.94258 0.00
H -3.59482 2.99638 -4.13222 0.00
C -1.87989 1.70004 2.41794 0.02
C -2.11458 1.62844 3.92182 0.00
H -2.51063 0.99944 1.85110 0.00
H -2.12056 2.70314 2.03797 0.00
H -1.96386 0.62033 4.32365 0.00
H -1.45145 2.32118 4.44940 0.00
H -3.14121 1.91681 4.16995 0.00
C 0.43318 3.07819 1.46556 0.03
C 1.72996 3.56787 2.09962 0.00
H -0.39873 3.74847 1.71902 0.00
H 0.49458 3.06312 0.36828 -0.01
H 1.55864 3.91567 3.12543 0.00
H 2.51870 2.80436 2.10659 0.00
H 2.10087 4.42067 1.51819 0.00
C 0.83766 0.87697 3.39660 0.00
C 0.50969 -0.58193 3.70692 0.01
H 0.61006 1.55485 4.23188 0.00
H 1.90251 1.02497 3.16829 0.00
H 1.40978 -1.17058 3.96001 0.00
H -0.19005 -0.65282 4.54494 0.00
H 0.05806 -1.09627 2.84065 0.00
C -3.63703 -3.34761 -0.82730 0.01
C -2.69851 -3.51257 0.37898 0.00
C -1.71673 -2.48019 0.49057 0.16
N -1.05671 -1.54108 0.70938 -0.12
H -4.11103 -2.36529 -0.83543 0.00
H -4.43223 -4.09295 -0.76848 0.00
H -3.11641 -3.50864 -1.77129 0.00
H -3.28769 -3.48441 1.31238 0.01
H -2.16069 -4.46873 0.29015 0.01
```

Computed properties:
E_HOMO (spin up / spin down) (eV): -12.05 / -12.11
⟨S²⟩: 3.80
Total charge: +2
Lowest unoccupied orbital energy (spin up / spin down) (eV): -5.763 / -9.130
Spin multiplicity: 4
Maximum force (Eh/bohr): 0.086
HOMO-LUMO gap (spin up / spin down) (eV): 6.3 / 3.0
Electronic energy (eV): -147038.0683